Entry 1:
ORCA calculation (ωB97M-V with the def2-TZVPD basis set) on a structure of composition C49H48BrN2O4PRe in a non-equilibrium geometry.

Summary:
⟨S²⟩   0.840
ΔE to the lowest compared entry with this formula, charge and spin   0.0 kJ/mol
Net charge   +2
E_HOMO (alpha / beta)   -12.71 / -12.90 eV
Gap between HOMO and LUMO (alpha / beta)   5.155 / 5.849 eV
2S+1   2
E_tot   -5299.65826 a.u.

CARTESIAN COORDINATES (ANGSTROEM)
1 Re -0.72 -0.45 -0.65
2 Br 1.57 0.70 -0.72
3 P -2.66 2.14 0.31
4 O -1.98 0.83 0.64
5 O -1.18 0.82 -2.26
6 O 0.19 -1.42 0.86
7 O -2.22 -2.14 -0.40
8 N 0.23 -1.41 -3.24
9 N -0.33 -1.73 -2.15
10 C -0.15 -3.53 2.45
11 C -0.23 3.39 0.14
12 C -4.27 0.79 -1.54
13 C -0.39 0.93 -3.26
14 C -0.97 5.18 -1.85
15 C -1.88 4.24 -1.40
16 C 0.70 2.32 -4.92
17 C -0.26 2.15 -3.96
18 C 5.33 -0.40 3.04
19 C -0.78 -3.05 -2.01
20 C -4.27 3.90 4.21
21 C 1.38 -1.26 1.34
22 C 0.31 5.22 -1.32
23 C -6.16 2.82 -1.61
24 C 3.99 -0.69 2.41
25 C 2.22 -1.07 -5.14
26 C -2.29 -4.55 -0.87
27 C 2.25 -0.28 0.83
28 C 5.98 0.86 2.47
29 C 2.13 -4.47 2.78
30 C -4.10 1.93 -0.77
31 C 0.42 -0.19 -3.71
32 C -3.24 -2.25 0.59
33 C 3.24 -0.85 -6.05
34 C 1.58 1.27 -5.30
35 C -0.32 -4.10 -2.81
36 C -6.33 1.69 -2.40
37 C -5.05 2.94 -0.81
38 C -3.21 4.52 3.57
39 C -5.38 0.68 -2.36
40 C 2.64 1.47 -6.20
41 C 3.50 0.01 1.30
42 C 1.07 -3.01 4.54
43 C -2.70 4.00 2.40
44 C 3.17 -1.70 2.91
45 C 1.40 -0.01 -4.74
46 C -1.51 3.34 -0.41
47 C 1.93 -2.04 2.41
48 C 1.23 -3.25 3.03
49 C 5.13 -0.19 4.55
50 C -1.81 -5.59 -1.66
51 C -4.33 2.21 2.51
52 C -4.83 2.75 3.68
53 C 6.26 -1.60 2.80
54 C 3.47 0.43 -6.55
55 C 0.68 4.33 -0.32
56 C -3.27 2.85 1.86
57 C -1.78 -3.27 -1.05
58 C -0.84 -5.37 -2.63
59 H 0.55 -3.85 4.98
60 H -6.90 3.60 -1.63
61 H 6.27 0.73 1.43
62 H 4.42 0.62 4.73
63 H 6.88 1.09 3.03
64 H -3.44 -1.23 0.92
65 H -2.88 4.22 -1.79
66 H 0.50 -2.11 4.72
67 H -2.90 -2.85 1.44
68 H -2.21 -6.58 -1.53
69 H -4.75 1.32 2.08
70 H -4.14 -2.68 0.15
71 H 1.02 5.96 -1.66
72 H -3.05 -4.75 -0.14
73 H 4.76 -1.08 5.04
74 H 4.30 0.60 -7.22
75 H 0.44 -3.90 -3.54
76 H 0.03 2.72 0.95
77 H -1.27 5.88 -2.61
78 H -4.67 4.32 5.12
79 H -5.65 2.27 4.19
80 H 5.88 -2.50 3.26
81 H -1.88 4.48 1.90
82 H -0.81 -2.68 2.62
83 H 1.65 -5.36 3.17
84 H -3.53 -0.01 -1.51
85 H 3.87 -1.67 -6.35
86 H 2.03 -2.91 5.03
87 H -4.90 3.83 -0.20
88 H 3.09 -4.36 3.26
89 H -2.78 5.42 3.99
90 H 2.31 -4.61 1.71
91 H 3.54 -2.27 3.74
92 H 6.37 -1.79 1.73
93 H 1.67 4.36 0.11
94 H 2.05 -2.04 -4.72
95 H -5.51 -0.20 -2.98
96 H 2.82 2.46 -6.60
97 H -0.58 -4.40 2.93
98 H -0.48 -6.18 -3.23
99 H -7.19 1.59 -3.03
100 H 5.32 1.72 2.55
101 H 7.23 -1.38 3.21
102 H -0.10 -3.72 1.38
103 H -0.90 2.97 -3.65
104 H 6.08 0.08 5.01
105 H 0.83 3.29 -5.39
106 H 4.09 0.77 0.82

=====

Entry 2:
ORCA calculation (ωB97M-V with the def2-TZVPD basis set) on a cluster of 8 separate species, C49H48ClF14O2P2S in total in a non-equilibrium geometry.

Summary:
Net charge   -1
E_HOMO   -5.05 eV
Gap between HOMO and LUMO   7.013 eV
E_tot   -4985.68778 a.u.

CARTESIAN COORDINATES (ANGSTROEM)
1 Cl -3.06 2.04 -2.31
2 S -2.02 -0.91 -2.08
3 P -4.65 1.72 0.43
4 P -3.41 0.38 -0.94
5 F 4.83 -1.90 3.69
6 F 2.92 -0.26 -4.73
7 F -4.21 -0.26 -4.19
8 F -3.78 -2.70 -4.23
9 F 6.41 5.54 -12.06
10 F -6.21 -0.70 -3.80
11 F -4.55 -0.66 4.96
12 F 8.41 0.82 -7.77
13 F -5.79 -0.97 -1.14
14 F 1.42 -0.14 1.73
15 F -5.73 0.91 -2.10
16 F -4.44 -3.01 -2.24
17 F -6.95 1.08 8.74
18 F -5.81 -3.04 -3.85
19 O -4.49 3.18 0.21
20 O -3.93 -3.76 2.09
21 C 2.76 -0.09 -1.63
22 C 6.58 0.45 -6.34
23 C 6.56 1.47 -4.17
24 C 2.85 -2.90 4.49
25 C 2.23 -0.38 0.68
26 C 4.29 -5.22 5.01
27 C 7.12 3.69 -10.79
28 C 7.21 3.06 -9.55
29 C -8.10 4.06 10.44
30 C -2.78 -1.70 2.70
31 C -4.99 -0.20 -1.90
32 C -0.41 -1.44 -6.84
33 C 1.83 -0.65 -5.44
34 C 4.93 -4.12 4.46
35 C -6.95 4.83 10.39
36 C 0.73 -1.11 -4.75
37 C -4.76 -2.44 -3.37
38 C 0.71 -0.98 -7.52
39 C -3.60 -0.99 0.43
40 C -2.88 -0.76 6.62
41 C 6.50 4.92 -10.86
42 C 2.93 -5.17 5.29
43 C 7.80 1.04 -6.59
44 C 4.21 -2.98 4.22
45 C -2.54 -0.78 7.96
46 C 8.42 1.84 -5.65
47 C 7.79 2.06 -4.43
48 C 6.05 4.89 -8.52
49 C -6.95 2.31 9.28
50 C 3.36 -1.14 0.87
51 C 3.90 -0.86 -1.45
52 C 1.84 -0.57 -6.82
53 C 5.96 5.53 -9.75
54 C -3.53 -0.75 8.93
55 C 1.92 0.15 -0.55
56 C -5.21 -0.65 7.22
57 C 6.68 3.66 -8.42
58 C 2.21 -4.01 5.03
59 C -5.80 4.34 9.78
60 C -4.21 -0.69 6.27
61 C -2.72 -3.23 2.60
62 C -5.80 3.07 9.23
63 C 4.20 -1.39 -0.20
64 C -4.87 -0.69 8.56
65 C -2.39 -0.96 1.40
66 C -4.94 -0.87 -3.30
67 C -0.39 -1.50 -5.45
68 C -8.10 2.79 9.88
69 C 5.96 0.66 -5.12
70 H -6.01 1.30 0.49
71 H 7.70 2.10 -9.48
72 H 6.12 -0.17 -7.10
73 H -1.07 -1.31 -1.22
74 H -2.28 0.87 -0.21
75 H -4.91 4.95 9.73
76 H -6.95 5.83 10.82
77 H -3.64 -1.98 -0.01
78 H 6.74 3.16 -7.46
79 H -4.13 1.46 1.74
80 H 8.26 2.69 -3.69
81 H -1.50 -0.83 8.25
82 H 1.02 0.75 -0.67
83 H 5.49 6.50 -9.85
84 H -5.63 -0.67 9.32
85 H 7.52 3.23 -11.68
86 H -3.76 -1.34 3.01
87 H -2.49 -3.63 3.59
88 H -1.93 -3.49 1.89
89 H 9.38 2.29 -5.87
90 H -4.64 -3.13 2.24
91 H 4.56 -1.05 -2.29
92 H 4.85 -6.13 5.22
93 H -4.46 -0.78 1.07
94 H -2.18 0.06 1.71
95 H 1.15 -3.97 5.24
96 H 2.72 -0.20 -7.34
97 H 3.58 -1.54 1.86
98 H 2.53 0.32 -2.59
99 H 5.99 -4.15 4.23
100 H 0.70 -0.93 -8.60
101 H -1.29 -1.75 -7.38
102 H -6.25 -0.59 6.91
103 H -8.99 4.44 10.92
104 H 5.00 0.20 -4.91
105 H -1.50 -1.40 0.95
106 H -3.26 -0.77 9.98
107 H -4.92 2.66 8.75
108 H 2.43 -6.03 5.71
109 H 6.08 1.64 -3.21
110 H -8.99 2.17 9.91
111 H 0.76 -1.16 -3.67
112 H 2.31 -1.98 4.29
113 H 5.63 5.36 -7.64
114 H -2.09 -1.35 3.48
115 H 5.09 -2.00 -0.07
116 H -1.26 -1.86 -4.90
117 H -2.12 -0.79 5.84

=====

Entry 3:
ORCA calculation (ωB97M-V with the def2-TZVPD basis set) on a cluster of 2 separate species, C49H48N3Si in total in a non-equilibrium geometry.

Summary:
ΔE to the lowest compared entry with this formula, charge and spin   3.5 kJ/mol
Net charge   +1
E_HOMO   -9.90 eV
Gap between HOMO and LUMO   4.981 eV
E_tot   -2349.49126 a.u.

CARTESIAN COORDINATES (ANGSTROEM)
1 Si -0.43 2.63 4.00
2 N 4.96 -1.69 -4.32
3 N -4.26 -1.86 -4.15
4 N 0.85 0.19 3.10
5 C -3.16 -1.24 -2.03
6 C -4.03 0.57 4.28
7 C 6.87 -4.83 -4.16
8 C 3.92 -0.36 -2.57
9 C 2.84 -0.06 -1.75
10 C -2.09 -0.67 -1.37
11 C 1.33 3.13 0.29
12 C 6.86 -5.05 -2.78
13 C 0.36 -0.17 -1.41
14 C 6.38 -4.05 -1.91
15 C -4.09 1.84 2.23
16 C -4.69 0.92 3.09
17 C -1.01 -0.23 -3.51
18 C -2.17 2.01 3.69
19 C 5.78 -2.70 -3.83
20 C 2.79 0.08 4.54
21 C -5.33 -4.05 -4.24
22 C -2.16 -0.62 -4.17
23 C -3.22 -1.24 -3.45
24 C 1.87 1.25 4.99
25 C 0.52 1.01 4.27
26 C -4.32 -1.62 -5.58
27 C -6.90 -4.75 -2.51
28 C -0.73 5.83 7.44
29 C 0.52 5.46 6.94
30 C 6.38 -3.64 -4.70
31 C 0.55 4.80 2.39
32 C 1.56 -0.62 -2.02
33 C 1.23 5.32 1.28
34 C 1.67 4.49 0.25
35 C -6.18 -5.01 -3.69
36 C 5.84 -2.88 -2.43
37 C 0.29 3.42 2.48
38 C -2.84 2.40 2.53
39 C 0.63 4.46 5.96
40 C -6.75 -3.51 -1.88
41 C -1.87 5.14 7.00
42 C 4.93 -1.38 -5.75
43 C 2.59 -2.03 -3.75
44 C -5.15 -2.81 -3.59
45 C -0.90 -0.33 -2.08
46 C -1.76 4.15 6.02
47 C 3.80 -1.34 -3.57
48 C 1.50 -1.70 -2.97
49 C 0.63 2.61 1.38
50 C 2.03 -0.64 3.41
51 C -2.79 1.12 4.59
52 C -5.92 -2.53 -2.44
53 C -0.51 3.82 5.45
54 H 4.66 -0.33 -5.87
55 H -4.77 -4.26 -5.16
56 H -5.87 -1.53 -2.00
57 H 2.95 0.65 -0.94
58 H 2.65 -0.79 2.51
59 H -0.15 0.43 4.93
60 H 4.19 -2.00 -6.28
61 H 7.19 -6.00 -2.36
62 H -2.09 -0.56 -0.28
63 H -2.66 3.63 5.68
64 H 0.40 0.27 -0.42
65 H 4.90 0.12 -2.43
66 H -0.82 6.64 8.17
67 H 5.45 -2.11 -1.76
68 H 1.72 -1.63 3.77
69 H 1.44 6.39 1.23
70 H -4.49 -0.15 4.96
71 H 6.42 -4.19 -0.83
72 H -2.85 5.38 7.42
73 H -4.60 2.13 1.31
74 H -2.39 3.15 1.87
75 H -5.65 0.47 2.84
76 H 6.39 -3.46 -5.78
77 H -5.20 -2.11 -6.00
78 H 1.42 5.96 7.31
79 H 5.93 -1.54 -6.17
80 H -3.41 -2.01 -6.06
81 H 0.39 1.55 1.41
82 H -7.56 -5.51 -2.07
83 H 2.33 2.20 4.66
84 H 0.57 -2.24 -3.10
85 H -2.23 -0.49 -5.26
86 H -7.28 -3.29 -0.95
87 H 2.25 4.89 -0.58
88 H -4.37 -0.54 -5.79
89 H 1.62 4.19 5.59
90 H 1.71 1.31 6.07
91 H -2.29 0.86 5.53
92 H -6.29 -5.98 -4.18
93 H 0.23 5.46 3.19
94 H -0.17 0.12 -4.11
95 H 3.75 0.46 4.18
96 H 0.06 -0.36 2.76
97 H 2.96 -0.60 5.38
98 H 1.62 2.47 -0.54
99 H 7.25 -5.59 -4.84
100 H -3.98 -1.66 -1.47
101 H 2.51 -2.86 -4.47

=====

Entry 4:
ORCA calculation (ωB97M-V with the def2-TZVPD basis set) on a structure of composition C49H48N4O2P2S2Sr.

Summary:
ΔE to the lowest compared entry with this formula, charge and spin   0.0 kJ/mol
Net charge   0
E_HOMO   -6.24 eV
Gap between HOMO and LUMO   5.407 eV
E_tot   -3775.46415 a.u.

CARTESIAN COORDINATES (ANGSTROEM)
1 Sr 1.96 0.83 0.44
2 S 3.63 -0.95 -1.29
3 S 2.05 -0.90 2.93
4 P 1.27 -2.23 1.59
5 P 1.80 -1.88 -1.27
6 O 0.21 1.79 1.71
7 O 0.11 1.23 -1.10
8 N -3.46 0.61 2.33
9 N 2.28 3.05 -1.28
10 N -2.08 -0.15 -0.53
11 N 2.27 3.61 1.48
12 C -0.60 2.19 -1.46
13 C 2.95 -5.98 1.21
14 C 4.73 -4.40 1.44
15 C -1.09 -3.73 1.66
16 C -2.03 2.09 -1.47
17 C -1.24 -0.99 -3.87
18 C -0.65 -0.13 -4.78
19 C -0.06 4.11 1.98
20 C -1.65 -3.28 4.33
21 C -0.89 4.45 -2.32
22 C -2.51 -4.05 3.57
23 C -2.82 3.62 2.46
24 C -1.94 2.52 2.27
25 C 1.45 -0.38 -3.64
26 C -2.84 3.16 -1.93
27 C 2.44 -3.64 1.55
28 C 3.55 -5.47 -2.33
29 C 0.87 -1.23 -2.71
30 C -3.98 -1.26 0.74
31 C -3.65 -0.84 2.17
32 C -0.22 -2.95 2.41
33 C -2.36 4.90 2.42
34 C 3.81 -3.37 1.59
35 C 3.37 -4.13 -1.99
36 C 1.39 3.76 -1.83
37 C -2.30 4.34 -2.37
38 C -0.48 -1.54 -2.84
39 C -0.51 -2.73 3.76
40 C 2.45 -6.31 -2.43
41 C -2.27 1.17 2.27
42 C 3.64 3.56 -1.29
43 C 4.30 -5.70 1.25
44 C -2.80 -1.38 -0.22
45 C -3.14 5.48 -2.87
46 C -3.26 6.09 2.62
47 C -2.65 0.91 -1.03
48 C 1.35 4.44 1.71
49 C -2.23 -4.29 2.23
50 C 3.60 4.14 1.22
51 C 0.70 0.17 -4.67
52 C 2.02 -4.96 1.36
53 C 4.30 3.41 0.07
54 C 0.80 -1.68 0.07
55 C -0.97 5.11 2.18
56 C 1.18 -5.82 -2.18
57 C -0.53 2.74 1.98
58 C 1.01 -4.49 -1.83
59 C -0.05 3.47 -1.88
60 C 2.10 -3.63 -1.74
61 H -2.89 -4.91 1.63
62 H -2.97 6.39 -2.28
63 H -2.73 -1.33 2.51
64 H 4.21 2.98 -2.02
65 H 2.60 -7.00 1.06
66 H -4.29 5.78 2.78
67 H -2.95 6.68 3.49
68 H -1.44 0.48 2.18
69 H 1.16 0.84 -5.38
70 H -4.20 5.24 -2.81
71 H -1.05 -0.20 -0.49
72 H -3.74 0.87 -1.11
73 H -2.91 5.72 -3.91
74 H 2.59 -7.36 -2.69
75 H 0.17 -2.12 4.34
76 H 4.54 -5.85 -2.51
77 H 0.97 -5.19 1.33
78 H 5.33 3.79 0.01
79 H -0.61 6.14 2.15
80 H 5.03 -6.50 1.13
81 H 1.56 5.52 1.71
82 H 4.41 2.34 0.31
83 H -4.43 -2.25 0.79
84 H -3.87 3.45 2.66
85 H 4.20 4.00 2.12
86 H -4.45 -1.15 2.85
87 H -3.15 -1.83 -1.16
88 H -1.25 0.31 -5.57
89 H 1.66 4.72 -2.29
90 H 4.14 -2.36 1.75
91 H 0.02 -4.11 -1.61
92 H -3.40 -4.49 4.02
93 H 3.58 5.22 1.01
94 H -2.05 -2.05 0.19
95 H -1.87 -3.10 5.38
96 H 2.50 -0.14 -3.54
97 H 5.79 -4.17 1.47
98 H -3.92 3.03 -1.94
99 H 0.32 -6.48 -2.25
100 H 4.23 -3.47 -1.91
101 H -4.76 -0.60 0.34
102 H -0.94 -2.19 -2.11
103 H 3.67 4.62 -1.61
104 H -0.87 -3.89 0.61
105 H -2.29 -1.24 -3.95
106 H -4.29 1.19 2.36
107 H -0.44 5.39 -2.64
108 H -3.24 6.75 1.75